DFT (ωB97M-V/def2-TZVPD) results for 3 unconnected molecules or ions with the total composition C26H57B2BrIN4O12S at a distorted geometry.

```
! wB97M-V def2-TZVPD RIJCOSX def2/J DEFGRID3
* xyz 1 1
C -1.1784 -3.2939 2.3327
C -0.1042 -3.3247 1.2284
C 0.3711 -1.8944 0.9617
C 1.2772 -1.4737 2.1435
N 0.9551 -1.6051 -0.4477
C 2.4223 -1.9962 -0.5686
C 3.0268 -3.1166 0.2758
C 4.2120 -3.7419 -0.4835
O 5.1667 -4.2537 0.4171
C 0.1892 -2.3110 -1.5794
S 0.6036 -4.0623 -2.0743
C 1.8062 -3.8907 -3.3674
O 1.1435 -4.8660 -1.0173
O -0.5747 -4.5440 -2.7314
C -1.3476 -2.0073 -1.5996
Br -1.7818 -1.8423 -3.5645
C -2.3255 -3.0046 -0.9687
C -3.7538 -2.9935 -1.5114
C -4.7035 -3.6578 -0.5042
O -6.0559 -3.2879 -0.7043
O -1.6169 -0.7978 -1.0011
C -0.7025 0.3303 -1.0051
C -0.9493 1.1136 -2.3133
N -0.3809 2.4559 -2.2551
B -1.4256 1.1776 0.1861
O -1.2640 0.8017 1.5165
O -2.3386 2.1287 -0.1369
C -3.6881 1.9301 0.3169
C 0.8228 -0.0552 -0.8021
C 1.4814 0.7986 0.2782
C 1.6473 2.3006 0.0006
C 2.8997 2.8345 0.6857
I 2.8570 2.5765 2.8035
O 1.4387 0.1599 -2.0312
B 2.6825 0.2411 -2.6353
O 3.8602 0.4922 -1.9917
O 2.7198 0.1586 -4.0031
H -0.7429 -3.1721 3.3225
H -1.7108 -4.2459 2.3241
H -1.9252 -2.5171 2.1586
H -0.5201 -3.8459 0.3783
H 0.7009 -3.9513 1.6054
H -0.5156 -1.2721 1.0360
H 2.2562 -1.1065 1.8587
H 0.8094 -0.6688 2.7074
H 1.4345 -2.3108 2.8194
H 2.6199 -2.1590 -1.6246
H 3.0105 -1.1141 -0.3550
H 2.3518 -3.9071 0.5717
H 3.4595 -2.7070 1.1874
H 3.8344 -4.5307 -1.1409
H 4.7008 -2.9820 -1.1017
H 5.0170 -5.1961 0.5419
H 0.5416 -1.8079 -2.4806
H 2.7626 -3.5054 -3.0280
H 1.3693 -3.2719 -4.1501
H 1.9236 -4.9130 -3.7248
H -1.9548 -4.0241 -0.9981
H -2.3906 -2.7091 0.0799
H -3.8094 -3.5623 -2.4371
H -4.1050 -1.9713 -1.6701
H -4.4005 -3.4248 0.5262
H -4.6754 -4.7422 -0.6113
H -6.1120 -2.3265 -0.7283
H -2.0364 1.1640 -2.3914
H -0.6244 0.5689 -3.1941
H -1.0999 3.1555 -2.4115
H 0.2830 2.5717 -3.0116
H -1.0347 1.5463 2.0880
H -3.8235 2.3574 1.3104
H -4.3411 2.4506 -0.3790
H -3.9484 0.8714 0.3381
H 2.4725 0.4177 0.5356
H 0.9376 0.7045 1.2065
H 1.6758 2.5631 -1.0527
H 0.8003 2.8501 0.4193
H 3.0635 3.8824 0.4527
H 3.7900 2.2984 0.3498
H 3.7630 0.8400 -1.0987
H 2.4249 -0.6683 -4.3940
C 2.5104 2.0296 6.4976
O 3.6099 2.1328 5.9812
N 2.1572 2.6196 7.6509
C 0.8388 2.4641 8.2294
C 3.1442 3.4409 8.3359
H 1.6983 1.4265 6.0531
H 0.3415 3.4313 8.3217
H 0.9028 2.0093 9.2193
H 0.2345 1.8218 7.5911
H 3.4656 4.2625 7.6960
H 4.0228 2.8482 8.5891
H 2.7023 3.8408 9.2449
C -2.6701 5.7816 -3.1130
O -1.6974 5.2386 -2.6149
N -3.2205 5.4309 -4.2875
C -4.3727 6.1201 -4.8360
C -2.6337 4.3286 -5.0289
H -3.1820 6.6270 -2.6272
H -5.2088 5.4307 -4.9655
H -4.1315 6.5630 -5.8035
H -4.6782 6.9139 -4.1577
H -2.6654 3.4097 -4.4402
H -1.5913 4.5404 -5.2691
H -3.1929 4.1814 -5.9492
*
```

Summary:
**E_HOMO**: -0.40839 hartree

DFT (ωB97M-V/def2-TZVPD) results for a molecular structure, C26H57BF9N3NbO9S2 at a distorted geometry.

```
! wB97M-V def2-TZVPD RIJCOSX def2/J DEFGRID3
* xyz -1 1
C 1.6198 1.1713 0.3057
B 0.4857 1.8870 -0.5348
O 0.6618 3.2315 -0.6896
Nb -1.3578 0.6817 -1.3864
C -1.1782 1.6100 -3.4431
C 0.1501 2.1347 -4.0236
C 1.0232 1.0844 -4.7342
C 2.4531 1.2236 -4.2503
N 3.3052 0.0550 -4.5952
C 4.3906 0.5214 -5.4765
C 3.9562 -0.4840 -3.4321
C 4.7638 0.4017 -2.5174
O 3.8688 -1.6573 -3.1801
C -3.4316 -0.1103 -1.9885
C -4.6108 -0.3144 -1.0055
C -4.4686 -0.0828 0.4960
S -3.9709 -1.7295 1.0920
C -3.1178 -1.7025 2.5732
S -3.1918 -0.5873 3.7470
N -2.3151 -2.8582 2.6557
C -2.7329 -4.1482 2.9210
C -1.6350 -4.8791 2.8282
N -0.5375 -4.1201 2.5263
C -0.9936 -2.9207 2.4248
C -0.1454 -1.2682 -1.8918
F 1.1387 -0.9378 -2.2207
F 0.0195 -2.0281 -0.7486
C -0.6298 -2.2572 -2.9568
F 0.4566 -2.8899 -3.4878
F -1.2137 -1.6887 -4.0082
C -1.5069 -3.4279 -2.4285
F -2.2039 -3.1377 -1.3375
F -2.4077 -3.7262 -3.3878
C -0.7528 -4.7623 -2.1767
F 0.3225 -4.6375 -1.4494
F -0.5140 -5.4067 -3.2924
F -1.6114 -5.5309 -1.4795
H 2.1126 1.8489 0.9939
H 2.3558 0.6900 -0.3284
H 1.1507 0.3691 0.8571
H -0.0006 3.5838 -1.2883
H -1.4729 0.0474 0.3336
H -2.3162 2.1211 -0.8204
H -1.8370 2.4767 -3.3793
H -1.6281 1.0031 -4.2216
H -0.1336 2.8002 -4.8391
H 0.7418 2.7685 -3.3770
H 1.0607 1.3188 -5.7870
H 0.6647 0.0796 -4.5894
H 2.8742 2.1392 -4.6450
H 2.4497 1.3337 -3.1719
H 4.9959 -0.3036 -5.8205
H 3.9681 1.0272 -6.3324
H 5.0507 1.2225 -4.9762
H 4.8825 1.4045 -2.9028
H 5.7264 -0.0532 -2.3663
H 4.3064 0.4837 -1.5450
H -3.3567 -1.0160 -2.5821
H -3.7287 0.6708 -2.6790
H -5.4460 0.2785 -1.3535
H -4.9612 -1.3372 -1.1021
H -3.8652 0.7378 0.8515
H -5.4576 0.0772 0.9036
H -3.7218 -4.4627 3.1436
H -1.5301 -5.9340 2.9316
H -0.3543 -2.1012 2.1762
C -1.1624 5.4416 0.4918
O -1.9671 5.2198 -0.6601
H -1.1848 4.5419 1.0869
H -0.1270 5.6535 0.2114
H -1.5584 6.2749 1.0843
H -1.9446 6.0202 -1.1890
C -3.1674 -3.9868 6.7812
O -3.9081 -3.7170 5.6017
H -3.3828 -5.0088 7.0839
H -2.0940 -3.8895 6.5953
H -3.4572 -3.3079 7.5894
H -3.7066 -2.8197 5.3182
C -1.3778 2.5742 5.3812
O -0.2427 3.0900 4.7019
H -1.7946 1.7682 4.7819
H -1.0840 2.1827 6.3603
H -2.1341 3.3546 5.5089
H 0.1154 3.8034 5.2438
C 8.4780 1.3269 -6.1277
O 7.5284 0.8594 -5.1766
H 7.9931 2.0881 -6.7329
H 9.3456 1.7684 -5.6292
H 8.8108 0.5136 -6.7786
H 7.9571 0.1863 -4.6431
C 2.0508 0.4876 6.1815
O 2.6652 1.6924 5.7458
H 2.8205 -0.1376 6.6284
H 1.2793 0.6926 6.9308
H 1.6018 -0.0471 5.3405
H 1.9728 2.2343 5.3529
C -4.9007 -5.2633 -0.6518
O -5.0336 -4.9114 -2.0247
H -5.8994 -5.3208 -0.2247
H -4.4105 -6.2353 -0.5475
H -4.3244 -4.5053 -0.1143
H -4.1503 -4.8582 -2.3990
C 2.6001 5.4486 6.3611
O 1.3857 4.7808 6.7053
H 2.9841 4.9931 5.4534
H 2.4187 6.5113 6.1808
H 3.3387 5.3356 7.1572
H 1.0480 5.1821 7.5083
*
```

Summary:
**E_HOMO**: -0.17425 hartree

DFT (ωB97M-V/def2-TZVPD) results for 4 unconnected molecules or ions with the total composition C26H57NO5P3S at a distorted geometry.

```
! wB97M-V def2-TZVPD RIJCOSX def2/J DEFGRID3
* xyz 1 1
C -1.1454 -2.1355 1.5231
C -0.6762 -2.9205 0.2094
S 0.6018 -2.0524 -0.8204
C 0.4345 -0.2078 -0.7391
C -1.0587 0.3403 -0.7892
C -2.2661 -0.4563 -1.3465
C -3.7083 0.1076 -1.3273
C -3.8895 1.5440 -0.7072
P -5.7036 2.1677 -0.6385
P -6.5189 1.0168 1.0686
O -5.3835 0.3364 1.8587
O -7.3684 2.0171 2.1554
O -7.5655 -0.2475 0.5427
N -2.7658 2.2912 -0.2368
C -1.3912 1.7798 -0.2498
P -0.0517 2.9547 0.4223
O -0.7174 4.4201 0.9964
O 0.8865 2.1989 1.6427
H -1.8604 -1.2565 1.3123
H -1.7806 -2.8829 2.1355
H -0.2891 -1.8276 2.2190
H -0.2263 -3.9255 0.5424
H -1.5762 -3.1545 -0.4567
H 0.9590 0.2057 -1.6813
H 0.9885 0.1719 0.1866
H -2.0947 -1.5014 -1.7532
H -4.5782 -0.5150 -1.7173
H -6.4341 1.7478 -1.7946
H -7.6933 2.7670 1.5880
H -8.4765 0.1215 0.4847
H -2.9370 3.2366 0.1327
H -0.0779 4.8757 1.6015
H 0.9489 2.7586 2.4572
C -1.6173 1.0044 -5.0123
C -2.3020 2.1811 -5.6816
C -3.7252 2.3775 -5.1842
C -4.6877 1.2204 -5.4695
C -4.8381 0.8475 -6.9453
C -5.4157 1.9732 -7.7931
H -2.1297 0.0637 -5.2278
H -0.5888 0.9089 -5.3690
H -1.5884 1.1431 -3.9270
H -2.2847 2.0604 -6.7681
H -1.7232 3.0866 -5.4687
H -4.1264 3.2995 -5.6186
H -3.6963 2.5427 -4.0995
H -5.6739 1.4843 -5.0683
H -4.3662 0.3323 -4.9136
H -5.5041 -0.0185 -7.0176
H -3.8771 0.5301 -7.3607
H -6.3995 2.2737 -7.4229
H -5.5309 1.6434 -8.8284
H -4.7656 2.8511 -7.7968
C 4.3568 -8.3228 1.5045
C 3.9735 -7.1239 2.3621
C 2.5794 -6.5803 2.0497
C 2.3915 -6.0440 0.6274
C 3.3547 -4.9275 0.2201
C 3.2101 -3.6706 1.0680
H 4.3925 -8.0659 0.4432
H 5.3462 -8.6889 1.7892
H 3.6432 -9.1404 1.6381
H 4.7263 -6.3379 2.2519
H 4.0003 -7.4269 3.4145
H 2.3397 -5.7915 2.7716
H 1.8427 -7.3740 2.2191
H 1.3622 -5.6778 0.5294
H 2.4853 -6.8672 -0.0885
H 3.1594 -4.6655 -0.8254
H 4.3894 -5.2801 0.2592
H 2.1930 -3.2738 1.0046
H 3.8971 -2.8973 0.7142
H 3.4412 -3.8628 2.1184
C 6.0333 1.8694 4.1183
C 5.9123 3.1856 4.8752
C 4.5072 3.4402 5.4208
C 3.4087 3.5648 4.3613
C 3.6341 4.6588 3.3144
C 3.6776 6.0600 3.9100
H 5.3876 1.8487 3.2370
H 7.0613 1.7236 3.7778
H 5.7679 1.0255 4.7610
H 6.2298 4.0104 4.2307
H 6.6133 3.1682 5.7165
H 4.5270 4.3478 6.0337
H 4.2379 2.6255 6.1025
H 2.4560 3.7532 4.8720
H 3.2878 2.6051 3.8460
H 2.8146 4.6152 2.5864
H 4.5532 4.4700 2.7526
H 2.7470 6.2881 4.4370
H 3.8075 6.8019 3.1179
H 4.5076 6.1757 4.6098
*
```

Summary:
**E_HOMO**: -0.41934 hartree

DFT (ωB97M-V/def2-TZVPD) results for a molecular structure, C26H58AlP4Se at a distorted geometry.

```
! wB97M-V def2-TZVPD RIJCOSX def2/J DEFGRID3
* xyz 3 1
Al 0.8820 1.9923 -0.9899
P 1.5194 2.5457 1.3382
P -1.4948 2.2663 -0.8382
P 2.3319 0.1178 -1.2975
H -1.8985 -1.1310 -4.3714
C -1.1427 -1.4341 -3.6266
C -1.6699 -2.0665 -2.4166
H -2.4848 -1.5799 -1.8867
C 2.4596 4.1177 1.4289
C 0.1955 2.8833 2.5504
C 2.6471 1.4335 2.2469
C -2.4461 1.7167 -2.2925
C -2.4790 1.6222 0.5586
C -1.8191 4.0731 -0.8136
C 2.0716 -0.8640 -2.8056
C 2.5622 -1.1589 -0.0123
C 4.0081 0.8057 -1.5802
H -0.3690 -2.0388 -4.1275
H -1.3148 -3.0524 -2.1182
H 2.6848 4.3182 2.4859
H 1.8633 4.9411 1.0188
H 3.3957 4.0321 0.8655
H 0.6453 3.3400 3.4447
H -0.3152 1.9577 2.8471
H -0.5415 3.5875 2.1385
H 2.9127 1.9016 3.2063
H 3.5725 1.2651 1.6778
H 2.1682 0.4652 2.4474
H -3.4167 2.2337 -2.3010
H -2.6048 0.6301 -2.2730
H -1.9122 1.9733 -3.2157
H -3.4796 2.0778 0.5627
H -1.9949 1.8392 1.5179
H -2.5806 0.5320 0.4643
H -2.8742 4.2387 -1.0711
H -1.1712 4.5692 -1.5489
H -1.6130 4.4959 0.1778
H 3.0130 -1.3666 -3.0674
H 1.7787 -0.2041 -3.6332
H 1.2861 -1.6152 -2.6535
H 3.0505 -2.0405 -0.4514
H 1.5845 -1.4623 0.3902
H 3.1835 -0.7864 0.8116
H 4.5806 0.0865 -2.1815
H 4.5215 0.9826 -0.6267
H 3.9226 1.7574 -2.1226
C 1.5880 3.3950 -4.0690
C 0.5785 2.6167 -4.6681
C 0.5022 2.5209 -6.0660
C 1.4187 3.2078 -6.8727
C 2.4317 3.9737 -6.2780
C 2.5361 4.0396 -4.8879
Se 1.6948 3.7955 -2.1645
H -0.6614 -0.4819 -3.2407
H -0.1603 2.1105 -4.0438
H -0.2810 1.9161 -6.5283
H 1.3495 3.1440 -7.9601
H 3.1388 4.5250 -6.8966
H 3.3291 4.6279 -4.4237
C 1.5024 -2.8324 3.7504
C 0.2844 -3.5848 3.1946
C -0.4308 -4.3462 4.3094
P -0.7387 -2.4212 2.1445
C -1.7276 -3.4626 0.9586
C -1.8969 -4.9218 1.3795
C -3.0608 -2.8410 0.5195
C -1.9377 -1.5834 3.2990
C -3.0903 -2.4317 3.8333
C -1.1953 -0.8657 4.4351
H 1.2078 -2.0935 4.5081
H 2.0575 -2.3219 2.9523
H 2.1764 -3.5568 4.2264
H 0.6452 -4.3231 2.4580
H -0.7293 -3.6952 5.1403
H -1.3005 -4.9199 3.9702
H 0.2820 -5.0747 4.7234
H -1.0474 -3.4355 0.0868
H -2.5957 -5.0276 2.2184
H -2.3187 -5.4811 0.5325
H -0.9459 -5.4019 1.6407
H -3.0933 -1.7531 0.6679
H -3.1868 -3.0269 -0.5543
H -3.9128 -3.2949 1.0403
H -2.3703 -0.8059 2.6416
H -2.7433 -3.3050 4.3990
H -3.6729 -1.8048 4.5239
H -3.7737 -2.7666 3.0449
H -0.3454 -0.2739 4.0684
H -1.8917 -0.1734 4.9274
H -0.8333 -1.5623 5.2026
*
```

Summary:
**E_HOMO (alpha / beta)**: -0.56444 / -0.56444 hartree
**Energy above the lowest of the compared OMol25 structures with the same formula, charge and spin**: 0.0 kJ/mol

DFT (ωB97M-V/def2-TZVPD) results for 10 unconnected molecules or ions with the total composition C26H58Br8N6O6 at a distorted geometry.

```
! wB97M-V def2-TZVPD RIJCOSX def2/J DEFGRID3
* xyz 0 1
Br -26.9228 -17.0815 -21.5502
C -27.1455 -16.0293 -23.2536
C -26.2759 -16.6095 -24.4060
Br -26.2333 -15.3479 -25.9990
H -26.9181 -14.9739 -23.1034
H -28.1715 -15.9576 -23.6146
H -26.5704 -17.5954 -24.7658
H -25.2830 -16.6652 -23.9599
Br -25.5684 -17.9955 -17.8904
C -25.9937 -19.5828 -19.0156
C -27.4097 -20.2117 -18.7006
Br -27.6577 -22.0510 -19.4723
H -25.3091 -20.3779 -18.7202
H -25.9453 -19.4251 -20.0931
H -28.1934 -19.5368 -19.0449
H -27.6579 -20.0868 -17.6466
Br -27.1636 -20.2347 -24.1899
C -28.4316 -21.2847 -25.3510
C -28.3448 -22.6776 -24.6588
Br -29.0814 -24.0772 -25.7442
H -27.9704 -21.2323 -26.3373
H -29.4932 -21.0374 -25.3500
H -28.7291 -22.7832 -23.6443
H -27.3295 -23.0674 -24.5863
Br -31.8558 -13.3658 -20.2652
C -31.5095 -14.8090 -21.6066
C -30.2431 -15.6413 -21.2461
Br -30.4584 -16.2261 -19.3698
H -31.4573 -14.2979 -22.5680
H -32.4092 -15.4235 -21.6370
H -29.3334 -15.0478 -21.3376
H -30.1130 -16.5378 -21.8523
C -22.4515 -17.4724 -28.3651
O -21.4262 -18.1848 -28.6116
N -22.8790 -16.5793 -29.2810
C -24.0668 -15.7645 -29.0352
C -22.3544 -16.5316 -30.6536
H -23.1380 -17.6611 -27.5252
H -24.5774 -16.1085 -28.1357
H -24.8888 -15.5948 -29.7306
H -23.6548 -14.7972 -28.7477
H -21.4591 -17.1335 -30.8095
H -23.0667 -16.8770 -31.4028
H -22.0854 -15.5280 -30.9831
C -29.4679 -13.3005 -25.1621
O -28.9281 -13.0748 -24.0581
N -30.6712 -12.8076 -25.5045
C -31.3431 -13.0196 -26.8020
C -31.4722 -12.0751 -24.5242
H -28.9984 -13.9529 -25.9145
H -30.6035 -13.3652 -27.5243
H -31.9650 -12.2585 -27.2732
H -32.0980 -13.7587 -26.5334
H -31.7228 -11.0443 -24.7746
H -32.3794 -12.5505 -24.1512
H -30.9118 -11.8826 -23.6093
C -24.3620 -20.1716 -29.7307
O -24.5080 -19.8162 -30.9241
N -25.2957 -19.9912 -28.7903
C -26.6022 -19.3881 -29.0494
C -25.1179 -20.2110 -27.3625
H -23.4483 -20.6194 -29.3102
H -26.7694 -18.3177 -28.9293
H -27.2507 -19.9821 -28.4054
H -26.9812 -19.7030 -30.0217
H -24.0604 -20.4572 -27.2673
H -25.2552 -19.3382 -26.7242
H -25.6972 -21.0027 -26.8871
C -24.5567 -10.1490 -24.9992
O -23.7719 -9.5010 -25.6340
N -24.7715 -11.4600 -25.2001
C -25.9637 -12.1193 -24.7436
C -23.9117 -12.4605 -25.8901
H -25.2621 -9.7010 -24.2823
H -25.8199 -12.8592 -23.9562
H -26.5201 -12.6238 -25.5335
H -26.5408 -11.3516 -24.2281
H -23.6572 -13.3822 -25.3668
H -24.3101 -12.8212 -26.8385
H -23.0392 -11.8727 -26.1752
C -31.1237 -18.5137 -27.7918
O -31.1787 -19.5006 -27.0409
N -30.2458 -17.4490 -27.6241
C -30.1559 -16.4941 -28.6583
C -29.6611 -17.2806 -26.2839
H -31.7035 -18.5907 -28.7246
H -30.7896 -16.6455 -29.5321
H -29.1028 -16.2780 -28.8379
H -30.5325 -15.5871 -28.1854
H -29.3986 -18.2347 -25.8269
H -28.6886 -16.8020 -26.3997
H -30.2521 -16.7014 -25.5744
C -22.0837 -17.9754 -23.0285
O -22.4175 -17.8863 -24.2015
N -22.8060 -18.5736 -22.0674
C -22.6295 -18.3657 -20.6020
C -24.0442 -19.3044 -22.2180
H -21.1654 -17.5413 -22.6037
H -22.0202 -17.4775 -20.4347
H -21.9309 -19.0277 -20.0904
H -23.4679 -18.1573 -19.9373
H -24.8628 -18.6316 -21.9623
H -24.3049 -19.4049 -23.2715
H -24.0098 -20.3079 -21.7939
*
```

Summary:
**SMILES**: CN(C)C=O.CN(C)C=O.CN(C)C=O.CN(C)C=O.CN(C)C=O.CN(C)C=O.BrCCBr.BrCCBr.BrCCBr.BrCCBr
**E_HOMO**: -0.33249 hartree
**Energy above the lowest of the compared OMol25 structures with the same formula, charge and spin**: 577.2 kJ/mol

- Which formula does entry 4 have?
  C26H58AlP4Se